No. 1
{"formula": "C32H86N14O16", "method": "wB97M-V/def2-TZVPD", "gap_ev": 8.0478, "homo_ha": -0.291, "smiles": "CC1(C)CCCC(C)(C)N1O.CC1(C)CCCC(C)(C)N1O.NC(N)=O.NC(N)=O.NC(N)=O.NC(N)=O.NC(N)=O.NC(N)=O.OCCO.OCCO.OCCO.OCCO", "total_charge": 0, "energy_ev": -88194.42674, "multiplicity": 1, "symbols": ["C", "C", "O", "O", "H", "H", "H", "H", "H", "H", "C", "C", "O", "O", "H", "H", "H", "H", "H", "H", "C", "C", "O", "O", "H", "H", "H", "H", "H", "H", "C", "C", "O", "O", "H", "H", "H", "H", "H", "H", "C", "O", "N", "N", "H", "H", "H", "H", "C", "O", "N", "N", "H", "H", "H", "H", "C", "O", "N", "N", "H", "H", "H", "H", "C", "O", "N", "N", "H", "H", "H", "H", "C", "O", "N", "N", "H", "H", "H", "H", "C", "O", "N", "N", "H", "H", "H", "H", "C", "C", "C", "C", "C", "C", "N", "O", "C", "C", "C", "H", "H", "H", "H", "H", "H", "H", "H", "H", "H", "H", "H", "H", "H", "H", "H", "H", "H", "H", "C", "C", "C", "C", "C", "C", "N", "O", "C", "C", "C", "H", "H", "H", "H", "H", "H", "H", "H", "H", "H", "H", "H", "H", "H", "H", "H", "H", "H", "H"], "positions_angstrom": [[-5.011, 12.765, 28.548], [-6.533, 12.619, 28.860], [-7.415, 13.162, 27.921], [-4.517, 12.012, 27.441], [-4.359, 12.601, 29.406], [-4.760, 13.811, 28.372], [-6.704, 13.070, 29.838], [-6.910, 11.604, 28.981], [-7.411, 12.585, 27.153], [-4.556, 11.083, 27.679], [0.554, 15.078, 25.592], [0.033, 13.730, 25.100], [0.590, 13.247, 23.895], [1.834, 14.931, 26.204], [-0.192, 15.562, 26.222], [0.642, 15.664, 24.677], [-1.003, 13.912, 24.815], [-0.087, 12.912, 25.810], [0.357, 12.320, 23.990], [2.367, 14.442, 25.573], [-3.205, 10.793, 22.073], [-2.442, 9.668, 22.900], [-0.978, 9.716, 22.942], [-2.963, 10.763, 20.565], [-2.873, 11.646, 22.666], [-4.283, 10.715, 22.216], [-2.777, 8.647, 22.716], [-2.779, 9.709, 23.936], [-0.717, 9.004, 23.530], [-2.018, 10.671, 20.421], [-0.488, 13.438, 16.336], [0.534, 14.457, 15.772], [0.248, 14.735, 14.424], [-0.185, 12.084, 16.042], [-1.521, 13.661, 16.069], [-0.400, 13.514, 17.420], [1.480, 13.944, 15.944], [0.572, 15.404, 16.311], [0.856, 15.376, 14.048], [0.402, 11.721, 16.709], [-5.513, 7.889, 27.084], [-5.318, 8.336, 28.191], [-6.645, 8.114, 26.423], [-4.810, 6.940, 26.519], [-6.639, 8.042, 25.416], [-7.316, 8.655, 26.950], [-4.907, 6.612, 25.568], [-4.070, 6.593, 27.113], [3.402, 11.768, 19.000], [2.323, 11.259, 19.011], [3.808, 12.703, 19.825], [4.345, 11.727, 18.110], [4.727, 13.100, 19.696], [3.094, 13.088, 20.427], [4.277, 10.899, 17.535], [5.257, 12.155, 18.180], [-6.126, 11.063, 15.553], [-6.283, 10.816, 14.405], [-7.088, 11.021, 16.431], [-4.973, 11.361, 16.093], [-7.006, 11.477, 17.328], [-8.016, 10.831, 16.083], [-4.088, 11.192, 15.637], [-4.954, 11.431, 17.101], [-7.443, 8.095, 21.146], [-6.605, 7.461, 21.746], [-7.158, 8.917, 20.285], [-8.674, 7.828, 21.215], [-6.201, 9.152, 20.064], [-7.883, 9.423, 19.795], [-8.979, 7.045, 21.774], [-9.365, 8.368, 20.714], [1.023, 5.575, 24.306], [0.495, 6.378, 25.011], [1.712, 5.823, 23.186], [0.969, 4.310, 24.498], [2.112, 6.750, 23.228], [2.216, 5.080, 22.723], [0.486, 3.957, 25.311], [1.489, 3.625, 23.969], [-9.108, 13.418, 19.362], [-9.638, 12.320, 19.270], [-9.375, 14.458, 18.652], [-8.296, 13.783, 20.299], [-10.101, 14.295, 17.970], [-8.784, 15.277, 18.683], [-8.134, 13.175, 21.089], [-7.752, 14.622, 20.156], [-5.821, 17.212, 23.288], [-4.995, 17.795, 22.104], [-3.549, 17.371, 22.520], [-2.540, 17.743, 21.501], [-2.861, 17.189, 20.049], [-4.351, 17.657, 19.689], [-5.343, 17.332, 20.756], [-6.645, 17.602, 20.390], [-4.223, 19.155, 19.126], [-4.651, 16.679, 18.523], [-5.158, 19.311, 22.253], [-5.633, 17.666, 24.261], [-5.678, 16.138, 23.408], [-6.888, 17.178, 23.070], [-3.302, 17.747, 23.513], [-3.417, 16.301, 22.680], [-1.582, 17.383, 21.878], [-2.494, 18.828, 21.404], [-2.698, 16.115, 19.965], [-2.179, 17.684, 19.358], [-3.695, 19.923, 19.690], [-3.795, 19.219, 18.125], [-5.210, 19.608, 19.032], [-4.860, 15.650, 18.818], [-5.446, 17.105, 17.912], [-3.798, 16.529, 17.860], [-5.162, 19.766, 23.244], [-6.151, 19.591, 21.902], [-4.435, 19.884, 21.673], [-6.694, 18.555, 20.289], [-2.928, 5.701, 17.761], [-3.303, 5.617, 16.247], [-2.152, 6.425, 15.500], [-2.246, 6.403, 14.015], [-2.297, 4.895, 13.538], [-3.345, 4.035, 14.259], [-3.300, 4.243, 15.730], [-3.955, 3.340, 16.603], [-4.837, 4.263, 13.732], [-3.028, 2.487, 13.898], [-4.671, 6.276, 16.196], [-2.844, 6.718, 18.146], [-1.963, 5.236, 17.962], [-3.562, 5.164, 18.466], [-2.060, 7.425, 15.923], [-1.279, 5.849, 15.807], [-1.282, 6.722, 13.620], [-3.060, 7.044, 13.676], [-1.287, 4.497, 13.634], [-2.468, 4.966, 12.463], [-5.504, 4.001, 14.553], [-5.189, 5.266, 13.492], [-5.143, 3.428, 13.102], [-3.654, 1.710, 14.338], [-2.921, 2.223, 12.846], [-2.092, 2.144, 14.340], [-4.733, 7.231, 16.717], [-5.501, 5.648, 16.521], [-4.764, 6.572, 15.151], [-4.887, 3.361, 16.373]], "mulliken_charge": [-0.44, -0.34, -0.52, -0.47, 0.33, 0.27, 0.29, 0.29, 0.30, 0.26, -0.46, -0.39, -0.48, -0.54, 0.35, 0.25, 0.22, 0.42, 0.30, 0.31, -0.31, -0.55, -0.50, -0.44, 0.19, 0.30, 0.39, 0.33, 0.28, 0.29, -0.39, -0.29, -0.52, -0.52, 0.27, 0.29, 0.20, 0.34, 0.29, 0.31, 0.71, -0.67, -0.40, -0.38, 0.18, 0.20, 0.18, 0.21, 0.70, -0.62, -0.39, -0.44, 0.14, 0.22, 0.23, 0.17, 0.65, -0.66, -0.30, -0.32, 0.10, 0.19, 0.20, 0.14, 0.75, -0.74, -0.26, -0.38, 0.16, 0.11, 0.22, 0.14, 0.66, -0.64, -0.43, -0.38, 0.23, 0.19, 0.22, 0.14, 0.75, -0.70, -0.37, -0.31, 0.20, 0.14, 0.18, 0.11, -2.01, 1.51, -1.20, -0.79, -1.18, 1.47, 0.47, -0.34, -1.64, -2.04, -1.61, 0.38, 0.43, 0.40, 0.40, 0.42, 0.40, 0.28, 0.47, 0.43, 0.34, 0.44, 0.38, 0.45, 0.34, 0.44, 0.45, 0.39, 0.24, 0.28, -1.98, 1.53, -1.26, -0.61, -1.13, 1.42, 0.08, -0.44, -1.48, -1.92, -1.54, 0.42, 0.46, 0.39, 0.46, 0.40, 0.37, 0.36, 0.47, 0.33, 0.30, 0.32, 0.45, 0.39, 0.41, 0.49, 0.41, 0.24, 0.30, 0.35]}

No. 2
{"formula": "C32H86O31S11", "method": "wB97M-V/def2-TZVPD", "gap_ev": 9.0937, "homo_ha": -0.332, "total_charge": 0, "energy_ev": -217223.92522, "multiplicity": 1, "symbols": ["O", "S", "O", "O", "C", "C", "C", "H", "H", "H", "H", "H", "H", "H", "H", "O", "S", "O", "O", "C", "C", "C", "H", "H", "H", "H", "H", "H", "H", "H", "O", "S", "O", "O", "C", "C", "C", "H", "H", "H", "H", "H", "H", "H", "H", "O", "S", "O", "O", "C", "C", "C", "H", "H", "H", "H", "H", "H", "H", "H", "O", "S", "O", "O", "C", "C", "C", "H", "H", "H", "H", "H", "H", "H", "H", "O", "S", "O", "O", "C", "C", "C", "H", "H", "H", "H", "H", "H", "H", "H", "O", "S", "O", "O", "C", "C", "C", "H", "H", "H", "H", "H", "H", "H", "H", "O", "S", "O", "O", "C", "C", "C", "H", "H", "H", "H", "H", "H", "H", "H", "O", "S", "O", "O", "C", "C", "C", "H", "H", "H", "H", "H", "H", "H", "H", "O", "S", "O", "O", "C", "C", "C", "H", "H", "H", "H", "H", "H", "H", "H", "C", "S", "O", "C", "H", "H", "H", "H", "H", "H"], "positions_angstrom": [[7.858, 23.028, -3.509], [9.063, 23.343, -2.815], [9.638, 22.558, -1.718], [10.254, 23.531, -4.042], [9.918, 24.018, -5.313], [10.472, 25.328, -5.570], [9.090, 25.137, -2.303], [8.878, 24.015, -5.638], [10.518, 23.345, -5.926], [11.433, 25.410, -5.061], [9.687, 25.979, -5.184], [10.684, 25.513, -6.623], [8.587, 25.304, -1.351], [8.533, 25.733, -3.027], [10.132, 25.449, -2.241], [4.275, 15.194, 0.497], [5.652, 15.128, -0.050], [6.015, 14.858, -1.499], [6.479, 16.440, 0.606], [6.576, 17.599, -0.258], [5.258, 18.345, -0.224], [6.548, 13.847, 0.884], [7.051, 17.486, -1.232], [7.285, 18.276, 0.217], [4.937, 18.492, 0.807], [4.506, 17.867, -0.852], [5.505, 19.334, -0.609], [6.100, 13.459, 1.799], [7.537, 14.281, 1.026], [6.562, 12.931, 0.292], [1.101, 29.786, 1.796], [2.313, 28.926, 1.704], [2.861, 28.101, 2.758], [2.168, 27.895, 0.390], [3.260, 27.025, 0.089], [3.145, 26.430, -1.343], [3.525, 30.056, 0.939], [3.590, 26.326, 0.857], [4.086, 27.712, -0.096], [2.122, 26.171, -1.616], [3.718, 25.521, -1.160], [3.682, 27.006, -2.096], [4.480, 29.531, 0.926], [3.671, 30.967, 1.520], [3.267, 30.371, -0.072], [-1.087, 19.712, 1.510], [-1.734, 19.553, 0.205], [-3.184, 19.465, 0.039], [-1.299, 20.872, -0.716], [-1.657, 22.051, -0.169], [-2.037, 23.131, -1.252], [-0.902, 18.123, -0.654], [-0.720, 22.323, 0.317], [-2.457, 21.990, 0.568], [-2.088, 24.130, -0.819], [-3.009, 22.942, -1.709], [-1.318, 23.174, -2.069], [-1.277, 18.181, -1.676], [-1.288, 17.224, -0.175], [0.186, 18.199, -0.644], [10.743, 11.109, 3.816], [11.890, 11.342, 4.700], [13.235, 11.602, 4.146], [11.501, 12.407, 5.896], [11.858, 13.789, 5.724], [11.711, 14.466, 7.042], [11.920, 9.785, 5.751], [11.000, 14.035, 5.098], [12.790, 14.015, 5.204], [12.367, 14.014, 7.786], [10.703, 14.507, 7.454], [12.253, 15.401, 6.894], [12.530, 10.010, 6.626], [12.290, 8.871, 5.288], [10.866, 9.645, 5.993], [1.335, 12.255, -7.462], [1.793, 11.677, -6.200], [1.036, 10.819, -5.362], [3.293, 10.992, -6.520], [4.208, 10.678, -5.473], [5.260, 9.769, -6.050], [2.491, 12.964, -5.017], [3.605, 10.215, -4.692], [4.786, 11.533, -5.122], [4.904, 8.739, -6.065], [6.128, 9.945, -5.415], [5.511, 10.090, -7.062], [3.028, 12.558, -4.160], [1.736, 13.664, -4.659], [3.154, 13.573, -5.632], [1.481, 11.372, 8.161], [1.764, 10.760, 6.868], [2.728, 11.224, 5.886], [2.031, 9.131, 7.149], [1.452, 8.568, 8.378], [2.503, 7.431, 8.662], [0.114, 10.567, 6.053], [0.448, 8.221, 8.131], [1.183, 9.249, 9.185], [3.009, 7.580, 9.616], [3.294, 7.356, 7.915], [2.069, 6.463, 8.909], [-0.550, 10.656, 6.913], [0.129, 9.589, 5.573], [-0.033, 11.380, 5.342], [0.421, 5.640, 0.236], [0.023, 7.024, 0.668], [-0.833, 7.228, 1.856], [1.420, 7.905, 0.849], [2.226, 8.213, -0.245], [2.520, 9.706, -0.493], [-0.851, 7.804, -0.752], [1.841, 7.788, -1.172], [3.163, 7.670, -0.120], [2.544, 10.274, 0.437], [1.761, 10.200, -1.099], [3.431, 9.978, -1.027], [-1.922, 7.652, -0.617], [-0.456, 7.314, -1.642], [-0.592, 8.857, -0.641], [4.632, 18.770, 6.117], [3.463, 18.059, 6.715], [3.623, 17.249, 7.945], [2.285, 19.225, 6.874], [1.091, 18.816, 7.450], [-0.010, 19.809, 7.208], [2.659, 17.005, 5.317], [1.332, 18.630, 8.496], [0.740, 17.807, 7.233], [0.084, 20.821, 7.603], [-0.962, 19.577, 7.687], [-0.207, 19.956, 6.147], [3.391, 16.233, 5.079], [2.511, 17.653, 4.453], [1.685, 16.547, 5.490], [11.227, 9.271, -3.149], [10.459, 8.159, -2.691], [9.092, 8.383, -2.265], [10.489, 7.038, -3.963], [9.685, 5.828, -3.953], [10.482, 4.520, -3.951], [11.367, 7.288, -1.415], [9.290, 5.885, -4.968], [8.966, 5.864, -3.135], [11.398, 4.672, -4.522], [9.938, 3.736, -4.478], [10.900, 4.274, -2.976], [12.182, 6.634, -1.725], [10.632, 6.618, -0.968], [11.673, 8.026, -0.673], [6.869, 14.311, -8.591], [6.788, 16.153, -8.325], [5.345, 16.460, -7.763], [7.944, 16.162, -6.856], [7.423, 14.309, -9.530], [5.860, 13.911, -8.697], [7.448, 13.796, -7.825], [8.355, 17.157, -6.686], [8.719, 15.405, -6.975], [7.446, 15.850, -5.938]], "mulliken_charge": [-0.57, 1.13, -0.57, -0.36, -0.12, -1.07, -0.89, 0.28, 0.30, 0.27, 0.25, 0.37, 0.38, 0.28, 0.31, -0.59, 1.08, -0.58, -0.26, -0.41, -0.91, -0.86, 0.34, 0.29, 0.24, 0.29, 0.40, 0.33, 0.29, 0.34, -0.57, 1.13, -0.58, -0.31, -0.20, -0.97, -0.94, 0.38, 0.20, 0.28, 0.29, 0.27, 0.33, 0.37, 0.33, -0.59, 1.11, -0.58, -0.30, -0.22, -1.22, -0.86, 0.26, 0.41, 0.36, 0.32, 0.32, 0.32, 0.35, 0.31, -0.58, 1.09, -0.61, -0.23, -0.31, -1.09, -0.89, 0.31, 0.38, 0.32, 0.30, 0.35, 0.30, 0.35, 0.31, -0.56, 1.10, -0.56, -0.33, -0.04, -1.25, -0.95, 0.35, 0.23, 0.31, 0.35, 0.31, 0.30, 0.37, 0.36, -0.61, 1.13, -0.57, -0.34, -0.24, -1.08, -0.91, 0.30, 0.40, 0.31, 0.31, 0.30, 0.31, 0.30, 0.37, -0.61, 1.17, -0.58, -0.33, -0.28, -1.04, -0.86, 0.27, 0.38, 0.32, 0.25, 0.35, 0.39, 0.32, 0.26, -0.58, 1.12, -0.59, -0.29, -0.15, -1.26, -0.91, 0.33, 0.33, 0.32, 0.38, 0.27, 0.35, 0.34, 0.34, -0.60, 1.13, -0.58, -0.37, -0.15, -1.10, -0.89, 0.27, 0.32, 0.31, 0.35, 0.30, 0.32, 0.32, 0.36, -0.81, 0.46, -0.62, -0.86, 0.33, 0.30, 0.27, 0.31, 0.32, 0.30]}

The records above yield max |F| values of 0.2068 0.1045 Eh/bohr, respectively.